Model a:
An isolated ion of composition C4H8N3O and charge +1. Source: the OMol25 dataset; level of theory: ωB97M-V with the def2-TZVPD basis set.

Computed properties:
Kohn-Sham gap (alpha / beta): 8.58 / 8.57 eV
HOMO level (alpha / beta): -0.5076 / -0.5075 hartree

```
! RIJCOSX wB97M-V def2-TZVPD def2/J DEFGRID3
* xyz 1 1
C -1.46673 -0.54972 1.51619
C 1.15277 -0.45347 1.16919
C -0.28994 1.22309 0.30838
C -0.55673 -0.97281 -0.75753
N -0.00812 -0.85323 3.13031
N 0.97730 -0.91062 2.48987
N -0.24759 -0.19124 0.44542
O -2.60991 -0.44134 1.33816
H 1.59915 0.46842 1.34065
H 1.85929 -1.09254 0.61950
H 0.20763 1.78968 -0.57648
H -1.32503 1.61777 0.12630
H -0.16896 1.73235 1.21885
H -0.76761 -2.07260 -0.44558
H -1.54520 -0.63436 -1.20485
H 0.33908 -0.79419 -1.55636
*
```


Model b:
An isolated ion of composition C4H8N3O and charge +1. Source: the OMol25 dataset; level of theory: ωB97M-V with the def2-TZVPD basis set.

Computed properties:
Kohn-Sham gap: 11.39 eV
HOMO level: -0.5474 hartree
SMILES: C[NH2+]Cc1ncon1

```
! RIJCOSX wB97M-V def2-TZVPD def2/J DEFGRID3
* xyz 1 1
C 3.61151 0.53805 0.91248
C 2.19128 -0.45069 -0.30330
C -1.53754 0.09353 0.43236
C 0.57118 -0.65046 -0.83076
N 2.34675 0.29943 0.79559
N 3.34188 -0.70912 -0.89139
N -0.10419 0.24930 0.09746
O 4.22992 -0.03595 -0.11797
H 4.15743 0.99853 1.79046
H -1.40775 -0.88461 0.87789
H -1.81211 0.90470 1.16854
H -2.21183 0.02067 -0.37350
H 0.35340 -0.43892 -1.89988
H 0.52313 -1.65815 -0.62777
H 0.09165 1.19150 -0.41396
H 0.27854 0.39065 1.01355
*
```


Short version: model a is the least stable of them.


Model a:
A 2-piece molecular cluster, C4H11N3 overall. Source: the OMol25 dataset; level of theory: ωB97M-V with the def2-TZVPD basis set.

Computed properties:
Kohn-Sham gap: 9.91 eV
HOMO level: -0.3297 hartree
SMILES: [H]/N=C/N.C=CCN

```
! RIJCOSX wB97M-V def2-TZVPD def2/J DEFGRID3
* xyz 0 1
N 1.48835 1.23036 -1.96713
C 0.87448 2.17255 -1.19301
N -0.37129 2.09558 -0.92194
H 0.96844 0.37488 -2.04656
H 2.49186 1.23473 -1.95409
H 1.48341 2.99028 -0.80693
H -0.67512 2.95813 -0.48421
N -2.09556 -0.81102 1.67992
C -1.25234 -1.31800 0.59489
C 1.21539 -1.72908 0.62056
C 0.17426 -0.92697 0.81815
H -3.04964 -1.09943 1.51714
H -2.04859 0.19326 1.72548
H -1.55561 -0.90544 -0.38251
H -1.35722 -2.39556 0.51184
H 2.21130 -1.41147 0.90481
H 1.12383 -2.75107 0.27215
H 0.37405 0.09827 1.11142
*
```


Model b:
A 2-piece molecular cluster, C4H11N3 overall. Source: the OMol25 dataset; level of theory: ωB97M-V with the def2-TZVPD basis set.

Computed properties:
Kohn-Sham gap (alpha / beta): 7.02 / 7.02 eV
HOMO level (alpha / beta): -0.2236 / -0.2235 hartree

```
! RIJCOSX wB97M-V def2-TZVPD def2/J DEFGRID3
* xyz 0 1
C -0.46880 0.23321 -0.54997
C 0.10649 0.11936 -1.93215
C 1.60724 -0.81574 0.26469
N 0.45046 0.06829 0.48563
N -1.28406 1.36871 -0.41034
C -0.62015 -0.57754 1.40063
N -1.47902 0.11945 2.00533
H 1.06094 1.25587 0.99999
H -1.67173 1.47650 0.52178
H -2.00506 1.42807 -1.11538
H -1.84124 -0.34940 2.83127
H -0.27686 -1.56230 1.72814
H 0.53388 -0.85676 -2.15209
H -0.65752 0.33644 -2.67887
H 0.89284 0.88760 -2.04518
H 2.27964 -0.35827 -0.45690
H 2.07410 -0.98652 1.23225
H 1.29886 -1.78697 -0.12883
*
```


Model c:
One molecule with the formula C4H11N3. Source: the OMol25 dataset; level of theory: ωB97M-V with the def2-TZVPD basis set.

Computed properties:
Kohn-Sham gap: 9.46 eV
HOMO level: -0.3178 hartree
SMILES: [H]/N=C\N(C)N(C)C

```
! RIJCOSX wB97M-V def2-TZVPD def2/J DEFGRID3
* xyz 0 1
C -0.39576 1.54585 0.86208
C 1.74220 0.18737 1.06997
C -1.23063 -1.37411 0.81203
C -0.43755 -0.59767 -1.39252
H 0.27140 2.36735 1.18116
H -0.79900 2.09300 -0.08262
H -1.29445 1.16514 1.62057
H 1.60254 -0.18440 2.18342
H 2.46974 1.06994 1.15739
H 2.13247 -0.55772 0.41171
H -1.92936 -0.65399 1.10182
H -0.75082 -1.82916 1.64042
H -1.57776 -2.10242 0.05144
H -1.17053 -1.41802 -1.67938
H 0.62154 0.91613 -1.83440
N 0.49525 0.56111 0.40961
N -0.27898 -0.58044 -0.02283
N 0.12011 0.10011 -2.36690
*
```


Short version: model b is the least stable of them.


Model a:
C6H5NO2 as an isolated structure. Source: the OMol25 dataset; level of theory: ωB97M-V with the def2-TZVPD basis set.

Computed properties:
Kohn-Sham gap (alpha / beta): 7.32 / 7.32 eV
HOMO level (alpha / beta): -0.3149 / -0.3149 hartree

```
! RIJCOSX wB97M-V def2-TZVPD def2/J DEFGRID3
* xyz 0 1
C -0.21631 0.94556 -0.72599
C -1.06229 -0.11969 -1.01519
C 1.03511 0.20223 -0.55116
C -0.55062 -1.34779 -0.43262
C 0.85481 -0.30872 0.93509
C 0.39766 -1.00730 -1.39386
N 0.17852 0.55673 1.67342
O -0.33473 1.60505 1.04393
O -0.26776 0.28707 2.80165
H -0.35265 1.93463 -1.04154
H -2.09052 -0.07249 -1.57688
H 2.07069 0.65446 -0.82060
H -1.15974 -2.20652 -0.16362
H 1.49784 -1.12322 1.26737
*
```


Model b:
One molecule with the formula C6H5NO2. Source: the OMol25 dataset; level of theory: ωB97M-V with the def2-TZVPD basis set.

Computed properties:
Kohn-Sham gap: 9.73 eV
HOMO level: -0.3326 hartree
SMILES: C1=Cc2nocc2CO1

```
! RIJCOSX wB97M-V def2-TZVPD def2/J DEFGRID3
* xyz 0 1
C 0.77572 -1.33380 0.19643
C 1.72130 0.94718 -0.21924
C 0.58675 1.63353 0.09973
C -0.67296 0.79965 -0.14310
C -1.93934 -0.83678 -0.25604
C -0.61059 -0.61963 -0.23839
H 0.93484 -2.24997 -0.40934
H 0.82415 -1.56904 1.46878
H 2.72709 1.22060 -0.36545
H 0.70565 2.67940 0.14497
H -2.32867 -1.72454 0.11281
N -1.83643 1.32887 0.04507
O 1.85910 -0.41882 -0.28614
O -2.74662 0.14336 -0.15008
*
```


Short version: model a is the least stable of them.


Model a:
One molecule with the formula C3H4ClI. Source: the OMol25 dataset; level of theory: ωB97M-V with the def2-TZVPD basis set.

Computed properties:
Kohn-Sham gap: 9.53 eV
HOMO level: -0.3345 hartree
SMILES: C/C(I)=C/Cl

```
! RIJCOSX wB97M-V def2-TZVPD def2/J DEFGRID3
* xyz 0 1
C 1.31488 1.64502 0.06756
C 1.27694 0.30760 0.09599
C 0.04728 -0.57072 -0.08963
Cl 2.72701 2.62053 -0.00996
I 3.15460 -0.77388 0.04246
H 0.33558 2.13218 0.07897
H -0.16401 -0.77852 -1.15067
H -0.71576 0.12472 0.28052
H 0.23676 -1.65181 0.28075
*
```


Model b:
One molecule with the formula C3H4ClI. Source: the OMol25 dataset; level of theory: ωB97M-V with the def2-TZVPD basis set.

Computed properties:
Kohn-Sham gap: 9.65 eV
HOMO level: -0.3359 hartree
SMILES: C/C(I)=C/Cl

```
! RIJCOSX wB97M-V def2-TZVPD def2/J DEFGRID3
* xyz 0 1
C 1.04407 0.76004 0.70249
C 0.34054 0.27900 -0.30542
C -0.96622 -0.88819 -0.13727
Cl 2.28994 1.89741 0.47994
I 0.49149 0.88333 -2.33577
H 0.68714 0.35740 1.64771
H -0.91189 -1.34489 0.85911
H -1.11978 -1.55523 -0.99534
H -1.85530 -0.38887 0.08456
*
```


Short version: model b is the least stable of them.